Entry 1:
A structure of composition C2H2Br2S2 at a distorted geometry, computed with ωB97M-V with the def2-TZVPD basis set.

ORCA input file:
```
! wB97M-V def2-TZVPD RIJCOSX def2/J DEFGRID3
* xyz 0 1
Br 1.558 -1.287 1.401
Br -1.825 -1.727 0.168
S 0.340 1.350 0.813
S -1.471 0.532 -2.134
C -1.055 -0.878 -1.316
C 1.693 0.634 1.410
H -0.045 -1.290 -1.527
H 0.805 2.666 1.185
*
```

HOMO = -8.951 eV
Kohn-Sham gap = 7.77 eV
LUMO = -0.043 Ha

Entry 2:
A structure of composition C30H29IMgN2Si at a distorted geometry, computed with ωB97M-V with the def2-TZVPD basis set.

ORCA input file:
```
! wB97M-V def2-TZVPD RIJCOSX def2/J DEFGRID3
* xyz 0 1
I 0.343 2.422 0.464
Si 0.132 0.299 1.810
Mg 0.956 1.651 -2.236
N -1.115 1.443 -2.729
N 0.829 -0.465 -2.551
C -2.056 2.409 -2.660
C -1.659 -3.128 0.341
C -2.302 -0.414 0.483
C -1.484 0.153 -2.969
C 1.800 -1.380 -2.355
C 0.255 -3.197 -2.614
C -2.833 -0.159 -3.232
C -3.205 -1.321 -0.075
C 1.458 3.284 -3.174
C 0.563 1.717 4.187
C 3.399 -1.783 3.260
C -1.702 0.872 3.924
C -0.752 -2.227 0.901
C 4.239 -1.880 2.146
C 2.175 -1.108 3.166
C -0.729 -2.258 -2.909
C -3.404 2.147 -2.885
C -2.888 -2.680 -0.145
C 3.859 -1.293 0.933
C -3.801 0.850 -3.178
C -1.072 -0.861 0.992
C 0.171 2.423 5.328
C 2.801 1.921 -2.707
C 1.788 -0.522 1.948
C -2.087 1.584 5.065
C 2.639 -0.621 0.837
C -0.379 0.962 3.461
C -0.443 -0.887 -2.838
C -1.159 2.368 5.761
C 1.546 -2.752 -2.335
H 1.521 -1.039 4.039
H -1.703 3.414 -2.409
H 0.907 3.019 5.870
H 4.508 -1.360 0.058
H 1.601 1.770 3.848
H 2.731 1.073 -3.420
H 2.341 -0.186 -0.120
H -1.394 -4.185 0.269
H -3.122 1.532 5.407
H -2.424 0.259 3.379
H -4.113 2.978 -2.826
H 0.211 -2.586 1.274
H 2.362 -3.433 -2.102
H 0.011 -4.257 -2.596
H 2.813 -1.001 -2.194
H 3.662 2.532 -2.958
H 0.420 3.396 -2.786
H -1.469 2.936 6.639
H 1.471 3.245 -4.272
H -3.102 -1.186 -3.443
H -2.559 0.647 0.521
H 2.030 4.156 -2.843
H 2.878 1.662 -1.623
H -3.596 -3.385 -0.587
H -4.158 -0.962 -0.468
H 3.692 -2.232 4.210
H -4.843 0.603 -3.361
H -1.745 -2.570 -3.142
H 5.190 -2.410 2.219
*
```

HOMO (alpha / beta) = -4.600 / -3.865 eV
Kohn-Sham gap (alpha / beta) = 4.65 / 3.93 eV
LUMO (alpha / beta) = 0.002 / 0.002 Ha

Entry 3:
A cluster of 2 separate species, C3H6ClNO in total at a distorted geometry, computed with ωB97M-V with the def2-TZVPD basis set.

ORCA input file:
```
! wB97M-V def2-TZVPD RIJCOSX def2/J DEFGRID3
* xyz 0 1
Cl -1.261 -1.726 1.345
O 1.563 -1.425 0.450
N -0.676 1.307 -1.160
C -0.562 -0.340 0.716
C 0.861 -0.310 0.301
C -0.335 -0.010 -0.693
H 2.899 -1.039 0.191
H -0.867 0.444 1.288
H 1.289 0.618 0.812
H -1.670 1.163 -1.368
H -0.655 2.233 -0.597
H -0.588 -0.915 -1.284
*
```

HOMO = -8.817 eV
Kohn-Sham gap = 8.36 eV
LUMO = -0.017 Ha

Entry 4:
An isolated molecule of C23H25N5O4S at a distorted geometry, computed with ωB97M-V with the def2-TZVPD basis set.

ORCA input file:
```
! wB97M-V def2-TZVPD RIJCOSX def2/J DEFGRID3
* xyz 0 1
S 4.080 -1.370 0.604
O 0.108 5.425 -0.712
O 3.766 -1.829 1.918
O 5.421 -1.508 0.124
O -4.582 0.636 1.781
N -3.105 -0.059 0.188
N 3.156 -2.239 -0.539
N 1.283 -3.474 -1.039
N 1.797 3.948 -0.616
N 1.185 -1.641 0.458
C -0.610 -4.841 -1.620
C -4.828 -1.581 0.892
C -0.103 -1.879 0.642
C 1.829 -2.467 -0.359
C -0.476 3.144 -0.354
C 2.393 2.739 -0.263
C 3.447 2.239 -1.029
C 3.986 1.000 -0.736
C -7.492 -0.459 -0.111
C -1.229 0.930 -0.903
C -0.766 -2.914 0.007
C -6.294 -0.718 -1.016
C -0.340 1.966 -1.086
C -4.182 -0.211 1.018
C -1.545 3.274 0.527
C -0.009 -3.704 -0.861
C -2.269 1.042 0.022
C 0.463 4.279 -0.554
C 1.951 2.027 0.855
C -5.393 -1.846 -0.508
C 3.487 0.282 0.333
C 2.497 0.794 1.149
C -2.429 2.233 0.728
H -5.710 0.201 -1.108
H -1.116 0.020 -1.475
H -1.811 -3.117 0.176
H -1.668 4.201 1.066
H -7.173 -0.045 0.841
H 0.452 1.863 -1.812
H 3.647 -2.903 -1.117
H 1.179 2.444 1.482
H -1.430 -4.489 -2.243
H -6.647 -0.987 -2.015
H -8.042 -1.380 0.071
H 4.785 0.577 -1.323
H -4.578 -1.992 -1.223
H -8.165 0.254 -0.579
H -5.966 -2.776 -0.476
H -3.243 2.332 1.426
H -4.089 -2.346 1.144
H -0.605 -1.204 1.323
H -1.007 -5.581 -0.927
H 0.148 -5.303 -2.245
H 3.818 2.812 -1.865
H -2.868 -0.850 -0.395
H -5.628 -1.631 1.630
H 2.398 4.674 -0.985
H 2.171 0.212 1.994
*
```

HOMO = -8.793 eV
Kohn-Sham gap = 9.04 eV
LUMO = 0.009 Ha

Entry 5:
A cluster of 2 separate species, C5H14 in total at a distorted geometry, computed with ωB97M-V with the def2-TZVPD basis set.

ORCA input file:
```
! wB97M-V def2-TZVPD RIJCOSX def2/J DEFGRID3
* xyz 0 1
C -2.540 -0.333 -0.173
C 2.108 0.274 -0.610
C 1.104 0.322 1.803
C -2.292 0.111 -1.627
C 2.060 -0.327 0.782
H -1.802 1.072 -1.755
H -2.382 -1.397 -0.109
H 3.027 -0.592 1.230
H 1.532 1.199 -0.643
H 1.868 0.757 2.464
H 0.538 1.209 1.523
H -3.580 -0.111 0.084
H 1.686 -1.369 0.717
H 3.129 0.417 -0.971
H -3.223 -0.078 -2.140
H -1.953 0.234 0.556
H -1.559 -0.554 -2.116
H 0.557 -0.420 2.361
H 1.723 -0.414 -1.376
*
```

HOMO = -10.538 eV
Kohn-Sham gap = 11.68 eV
LUMO = 0.042 Ha

Entry 6:
An isolated molecule of C21H23FN2O4, computed with ωB97M-V with the def2-TZVPD basis set.

ORCA input file:
```
! wB97M-V def2-TZVPD RIJCOSX def2/J DEFGRID3
* xyz 0 1
F 1.887 7.157 0.434
O 0.930 -2.220 -2.480
O -1.302 0.026 2.062
O 1.786 2.301 -0.923
O -2.471 -4.408 0.329
N 0.483 1.420 0.730
N -0.863 -3.665 -1.103
C 1.710 5.986 1.078
C 0.366 -1.812 -3.721
C 0.720 -0.390 -4.134
C -1.750 -5.882 -1.373
C -1.542 -5.954 -2.864
C -1.148 -1.854 0.522
C 1.376 3.621 1.005
C -1.738 -4.590 -0.624
C -0.496 -6.488 -1.948
C 0.736 -0.383 -0.910
C 1.575 4.827 0.340
C -2.655 0.240 3.997
C 0.160 0.157 0.229
C 1.347 3.601 2.397
C 1.496 4.776 3.114
C -2.265 -0.665 2.839
C 0.364 -1.642 -1.352
C 1.250 2.388 0.165
C 1.671 5.984 2.461
C -0.573 -2.389 -0.626
C -0.795 -0.587 0.950
H 0.435 -5.951 -1.840
H 1.480 0.182 -1.444
H 1.783 6.909 3.004
H -2.474 -6.564 -0.945
H -0.728 -1.928 -3.688
H 0.775 -2.523 -4.445
H -0.381 -7.558 -1.866
H -2.151 -6.654 -3.415
H -1.351 -5.039 -3.405
H -1.838 -1.604 3.214
H 1.797 -0.250 -4.107
H -1.784 0.466 4.607
H -1.866 -2.453 1.054
H 0.255 0.335 -3.472
H -0.279 -3.911 -1.893
H -3.068 1.172 3.621
H -3.143 -0.900 2.224
H -3.399 -0.255 4.613
H 1.624 4.845 -0.737
H 1.479 4.752 4.194
H 1.240 2.669 2.932
H -0.001 1.631 1.593
H 0.367 -0.214 -5.147
*
```

HOMO = -7.683 eV
Kohn-Sham gap = 8.20 eV
LUMO = 0.019 Ha

Table of electronic energy (hartree), in record order: -6021.66498 -2057.31583 -707.92693 -1864.44332 -198.85490 -1324.37543
Table of ΔE to the lowest compared entry with this formula, charge and spin (kcal/mol), in record order: 79.12 81.06 117.45 2.49 21.50 18.77